# 1
Formula: C4H14NO2
Source: OMol25
Level of theory: ωB97M-V/def2-TZVPD

Summary:
E_HOMO: -14.19 eV
energy above the lowest of the compared OMol25 structures with the same formula, charge and spin: 103.0 kJ/mol
E: -365.7915 Ha
lowest unoccupied orbital energy: -3.05 eV
net charge: +1
Kohn-Sham gap: 11.1 eV

The geometry in XYZ format:
```
21
Properties=species:S:1:pos:R:3:nbo_charge:R:1
C 1.521 0.244 0.653 -0.219
N 0.968 0.109 -0.750 -0.547
C -0.538 -0.109 -0.630 -0.215
C -0.847 0.143 0.842 -0.444
C 0.443 -0.102 1.667 -0.416
H 2.473 -0.282 0.727 0.234
H 1.662 1.324 0.687 0.214
H 1.328 -0.737 -1.200 0.425
H 1.328 0.942 -1.370 0.492
H -0.809 -1.029 -1.095 0.231
H -0.983 0.766 -1.224 0.227
H -1.245 1.160 0.798 0.228
H -1.729 -0.416 1.186 0.271
H 0.670 -1.161 1.847 0.224
H 0.522 0.545 2.515 0.255
H -4.045 -3.574 0.809 0.489
H -2.521 -3.632 0.357 0.473
O -3.296 -3.081 0.466 -0.962
H 2.395 2.918 -2.451 0.506
H 1.085 3.384 -1.863 0.503
O 1.620 2.587 -1.972 -0.969
```

---

# 2
Formula: C6H12O
Source: OMol25
Level of theory: ωB97M-V/def2-TZVPD

Summary:
E_HOMO: -8.47 eV
energy above the lowest of the compared OMol25 structures with the same formula, charge and spin: 179.9 kJ/mol
E: -310.9908 Ha
lowest unoccupied orbital energy: 0.86 eV
net charge: 0
Kohn-Sham gap: 9.3 eV

The geometry in XYZ format:
```
19
Properties=species:S:1:pos:R:3:nbo_charge:R:1
C -1.063 2.024 0.656 -0.455
C -0.316 0.920 0.774 0.072
C -0.715 -0.243 1.636 -0.654
C 0.952 0.746 -0.078 -0.445
C 1.303 -0.677 -0.538 -0.423
C 0.257 -1.342 -1.455 -0.065
O -0.996 -0.685 -1.460 -0.726
H -0.624 2.948 0.299 0.201
H -2.092 1.871 1.006 0.198
H -0.196 -0.061 2.583 0.217
H -0.337 -1.221 1.349 0.206
H -1.772 -0.277 1.898 0.222
H 1.784 1.166 0.527 0.213
H 0.856 1.512 -0.865 0.221
H 1.510 -1.336 0.307 0.203
H 2.263 -0.551 -1.028 0.217
H 0.647 -1.488 -2.459 0.167
H 0.074 -2.308 -0.967 0.156
H -1.534 -0.996 -2.184 0.475
```

---

# 3
Formula: C12H19Br2NO8S
Source: OMol25
Level of theory: ωB97M-V/def2-TZVPD

Summary:
E_HOMO: -9.04 eV
E: -6671.4259 Ha
lowest unoccupied orbital energy: -0.34 eV
net charge: 0
Kohn-Sham gap: 8.7 eV

The geometry in XYZ format:
```
43
Properties=species:S:1:pos:R:3:nbo_charge:R:1
C 2.914 -2.726 3.386 -0.662
C 3.306 -1.383 2.826 -0.116
Br 5.129 -1.091 2.470 0.116
C 2.400 -0.439 2.579 0.111
Br 2.795 1.263 1.871 0.097
O 1.064 -0.709 2.797 -0.712
S 0.463 0.120 4.111 1.775
O 0.779 -0.676 5.263 -0.890
O -1.105 -0.127 3.697 -0.544
N -1.516 -1.503 3.784 -0.340
C -1.369 -2.075 2.690 0.871
O -1.187 -2.585 1.675 -0.417
H 2.331 -3.301 2.670 0.232
H 3.808 -3.257 3.700 0.236
H 2.334 -2.548 4.292 0.249
O 4.089 -0.417 -1.397 -0.577
C 2.999 -0.735 -1.786 0.799
O 2.688 -0.521 -3.081 -0.508
C 1.490 -1.020 -3.683 -0.067
C 0.311 -0.101 -3.447 -0.651
C 1.950 -1.284 -0.851 -0.752
H 1.288 -2.040 -3.351 0.171
H 1.715 -1.078 -4.748 0.192
H 0.074 -0.011 -2.387 0.239
H -0.574 -0.472 -3.966 0.212
H 0.538 0.901 -3.814 0.212
H 1.445 -0.452 -0.361 0.265
H 2.455 -1.888 -0.100 0.235
H 1.207 -1.919 -1.329 0.219
O -0.852 0.819 -0.386 -0.589
C -1.886 1.424 -0.471 0.807
O -2.694 1.172 -1.518 -0.505
C -4.018 1.704 -1.630 -0.069
C -4.022 3.095 -2.228 -0.637
C -2.253 2.507 0.515 -0.745
H -4.531 1.666 -0.668 0.176
H -4.542 1.016 -2.291 0.200
H -3.491 3.807 -1.595 0.208
H -5.045 3.449 -2.359 0.221
H -3.526 3.089 -3.198 0.222
H -1.769 3.435 0.211 0.249
H -1.872 2.215 1.491 0.249
H -3.321 2.676 0.618 0.219
```

---

# 4
Formula: C5H9NOS
Source: OMol25
Level of theory: ωB97M-V/def2-TZVPD

Summary:
E_HOMO: -8.06 eV
energy above the lowest of the compared OMol25 structures with the same formula, charge and spin: 714.2 kJ/mol
E: -723.8478 Ha
lowest unoccupied orbital energy: -2.50 eV
net charge: 0
Kohn-Sham gap: 5.6 eV

The geometry in XYZ format:
```
17
Properties=species:S:1:pos:R:3:nbo_charge:R:1
C 1.809 -1.426 -0.357 -0.648
C 0.693 -0.701 0.354 0.033
C 0.276 0.572 -0.276 -0.356
C -0.816 1.285 0.468 -0.491
C -2.138 1.291 -0.420 0.086
H 1.887 -2.503 0.044 0.229
H 2.708 -0.781 -0.195 0.220
H 1.598 -1.583 -1.484 0.229
H 0.951 -0.324 1.360 0.173
H -0.529 -1.940 2.106 0.303
H 1.225 1.184 -0.267 0.219
H -1.043 0.762 1.390 0.231
H -0.507 2.328 0.605 0.229
H -3.115 1.642 0.108 0.205
N -1.943 1.016 -1.714 -0.576
O -0.599 -1.314 0.279 -0.550
S -0.456 0.490 -2.000 0.466
```

---

# 5
Formula: C4H12AlN6O6
Source: OMol25
Level of theory: ωB97M-V/def2-TZVPD

Summary:
E_HOMO (alpha / beta): -8.56 / -8.22 eV
energy above the lowest of the compared OMol25 structures with the same formula, charge and spin: 0.0 kJ/mol
E: -1182.0423 Ha
lowest unoccupied orbital energy (alpha / beta): 0.33 / -0.25 eV
net charge: 0
Kohn-Sham gap (alpha / beta): 8.9 / 8.0 eV
2S+1: 2

The geometry in XYZ format:
```
29
Properties=species:S:1:pos:R:3:nbo_charge:R:1
Al 2.009 0.004 0.832 0.898
C 2.014 -2.566 -1.459 0.889
O 1.941 -1.396 -1.817 -0.648
O 2.067 -3.497 -2.255 -0.588
O 2.260 -2.744 -0.235 -0.598
C -1.247 0.306 3.103 0.764
O -0.320 0.829 2.463 -0.690
N -2.462 0.765 3.352 -0.832
N -1.206 -0.968 3.467 -0.828
H -3.121 0.163 3.823 0.388
H -2.631 1.761 3.330 0.407
H -1.926 -1.411 4.020 0.378
H -0.471 -1.556 3.102 0.429
C -1.475 -1.783 0.008 0.779
O -0.433 -1.618 0.684 -0.711
N -1.686 -2.553 -1.034 -0.811
N -2.655 -1.245 0.197 -0.831
H -1.017 -3.224 -1.385 0.424
H -2.556 -2.388 -1.520 0.373
H -3.483 -1.524 -0.310 0.388
H -2.696 -0.669 1.026 0.400
C 2.320 2.929 -1.941 0.763
O 2.229 2.409 -0.848 -0.707
N 3.328 2.801 -2.768 -0.819
N 1.480 3.737 -2.455 -0.806
H 3.171 3.046 -3.735 0.378
H 4.051 2.123 -2.575 0.410
H 1.776 4.278 -3.254 0.390
H 0.738 3.991 -1.818 0.410
```

---

# 6
Formula: C19H34INO3
Source: OMol25
Level of theory: ωB97M-V/def2-TZVPD

Summary:
E_HOMO: -9.33 eV
energy above the lowest of the compared OMol25 structures with the same formula, charge and spin: 176.1 kJ/mol
E: -1322.3933 Ha
lowest unoccupied orbital energy: 0.34 eV
net charge: 0
Kohn-Sham gap: 9.7 eV

The geometry in XYZ format:
```
58
Properties=species:S:1:pos:R:3:nbo_charge:R:1
C 5.658 0.093 -1.477 -0.415
C 4.527 0.185 -0.642 -0.196
C 3.918 -0.967 0.265 -0.450
C 2.893 -1.948 -0.480 -0.337
C 1.918 -2.382 0.752 0.800
O 2.172 -3.073 1.746 -0.550
O 0.629 -1.762 0.542 -0.536
C 0.838 -0.705 -0.433 0.096
C -0.454 0.023 -1.075 -0.425
C 0.093 0.889 -2.311 -0.452
C -0.859 2.094 -2.747 -0.489
I 0.065 2.958 -4.564 0.049
C 1.821 -1.360 -1.503 -0.090
N 1.271 -2.206 -2.587 -0.513
C 0.649 -3.473 -2.103 -0.437
C 2.214 -2.408 -3.691 0.710
C 3.198 -3.651 -3.867 -0.731
O 2.253 -1.499 -4.566 -0.545
H 5.699 0.830 -2.355 0.220
H 6.519 -0.617 -1.269 0.210
H 3.979 1.195 -0.633 0.206
H 3.421 -0.455 1.170 0.222
H 4.790 -1.571 0.689 0.241
H 3.542 -2.784 -0.933 0.244
H 1.278 0.135 0.226 0.196
H -1.208 -0.732 -1.486 0.216
H -0.975 0.654 -0.281 0.217
H 0.268 0.158 -3.184 0.251
H 1.136 1.269 -2.000 0.206
H -0.867 2.913 -1.963 0.227
H -1.885 1.703 -3.036 0.229
H 2.393 -0.561 -2.106 0.257
H 1.248 -4.042 -1.321 0.196
H 0.466 -4.123 -3.036 0.213
H -0.405 -3.208 -1.726 0.226
H 4.103 -3.292 -4.473 0.260
H 3.504 -4.003 -2.829 0.221
H 2.666 -4.442 -4.488 0.249
C -4.567 4.104 4.027 -0.610
C -4.081 2.750 4.527 -0.398
C -2.749 2.323 3.911 -0.398
C -2.765 2.127 2.392 -0.396
C -3.787 1.111 1.876 -0.399
C -3.535 -0.301 2.388 -0.612
H -4.754 4.096 2.951 0.200
H -5.503 4.375 4.522 0.210
H -3.834 4.886 4.245 0.201
H -4.850 1.993 4.342 0.194
H -3.959 2.804 5.614 0.202
H -2.418 1.397 4.394 0.202
H -1.988 3.074 4.154 0.200
H -1.763 1.818 2.072 0.195
H -2.952 3.090 1.903 0.199
H -3.737 1.096 0.782 0.198
H -4.803 1.422 2.136 0.196
H -2.541 -0.651 2.095 0.206
H -4.272 -0.989 1.966 0.209
H -3.617 -0.359 3.475 0.202
```